Density functional theory data (ωB97M-V with the def2-TZVPD basis set) for 2 unconnected molecules or ions with the total composition C4H12FN2 at a distorted geometry.

```
19
Properties=species:S:1:pos:R:3:forces:R:3:nbo_charge:R:1
C -2.200 0.385 1.081 -0.156 -0.108 -0.152 -0.728
C 2.298 -1.060 0.021 0.797 -0.146 0.082 -0.432
C -1.978 0.138 -0.357 2.846 -0.195 -0.940 0.280
C 0.434 0.315 -0.884 -3.192 0.780 0.966 0.068
N 0.965 1.514 -0.439 0.511 -0.091 0.103 -0.834
N 0.832 -0.826 -0.038 -0.031 -0.173 0.003 -0.533
F -2.056 -1.162 -0.731 -0.415 -0.199 0.188 -0.354
H -1.770 -0.402 1.699 0.080 -0.036 0.055 0.219
H -3.277 0.392 1.278 0.002 0.016 0.096 0.267
H -1.812 1.357 1.373 0.048 0.141 0.026 0.240
H 2.672 -1.293 -0.973 -0.135 0.010 -0.040 0.237
H 2.786 -0.155 0.376 -0.137 -0.023 -0.052 0.246
H 2.525 -1.882 0.695 -0.151 -0.040 0.006 0.238
H -2.394 0.793 -1.108 -0.073 0.093 -0.046 0.185
H 0.516 0.123 -1.942 0.080 -0.182 -0.058 0.219
H 0.720 1.790 0.504 -0.093 0.103 -0.107 0.383
H 0.902 2.285 -1.085 0.034 -0.064 -0.014 0.416
H 0.491 -0.650 0.917 -0.025 -0.161 -0.313 0.429
H 0.345 -1.662 -0.387 0.011 0.276 0.196 0.454
```
Positions in Å, forces in eV/Å.

Results
* DFT total energy: -10031.0727 eV
* total charge: +1
* spin multiplicity: 1
* energy relative to the best compared isomer or geometry (same formula, charge and spin): 135.67 kJ/mol

Density functional theory data (ωB97M-V with the def2-TZVPD basis set) for a molecular structure, C4H12GaPb at a distorted geometry.

```
18
Properties=species:S:1:pos:R:3:forces:R:3:nbo_charge:R:1
C 2.200 -0.513 -0.476 0.075 0.083 0.198 -0.690
C 1.257 0.597 0.018 -0.160 -0.636 -0.153 -0.405
C -0.154 0.107 0.449 -0.234 -0.278 0.332 -0.504
C -1.031 0.421 -0.740 1.033 0.255 -0.418 -0.503
Ga -2.889 -0.373 0.056 -0.926 -0.259 0.268 0.651
H 2.120 -0.640 -1.553 -0.013 -0.113 -0.008 0.288
H 3.253 -0.263 -0.293 0.005 0.073 -0.121 0.229
H 1.976 -1.477 -0.011 -0.048 -0.064 -0.099 0.221
H 1.710 1.161 0.915 0.137 0.727 -0.270 0.073
H 1.202 1.380 -0.738 0.089 0.334 0.303 0.287
H -0.523 0.583 1.359 0.023 0.204 -0.082 0.228
H -0.148 -0.971 0.620 0.052 0.004 0.037 0.235
H -0.771 -0.154 -1.626 -0.270 -0.142 -0.012 0.229
H -1.104 1.480 -0.972 -0.209 0.048 0.104 0.224
H -3.788 0.827 -0.480 0.243 0.051 -0.054 -0.185
H -2.743 -0.384 1.636 0.123 0.001 -0.054 -0.292
H -2.908 -1.784 -0.640 0.188 0.001 -0.006 -0.236
Pb 2.338 0.000 2.476 -0.107 -0.291 0.034 1.149
```
Positions in Å, forces in eV/Å.

Results
* DFT total energy: -61951.9282 eV
* total charge: +1
* spin multiplicity: 1

Density functional theory data (ωB97M-V with the def2-TZVPD basis set) for 3 unconnected molecules or ions with the total composition C4H12IO4 at a distorted geometry.

```
21
Properties=species:S:1:pos:R:3:forces:R:3:nbo_charge:R:1
I -2.572 3.020 -0.321 0.162 -0.122 -0.110 -0.949
C 2.205 1.004 1.387 0.776 -0.337 0.294 -0.075
C 1.050 1.551 0.622 -1.351 0.584 -0.276 -0.094
O 0.841 2.921 0.991 0.325 -0.522 -0.312 -0.757
O 2.558 -0.316 0.925 -0.136 0.368 0.177 -0.739
H 2.046 0.984 2.474 -0.308 0.044 -0.161 0.156
H 3.060 1.673 1.237 0.090 -0.332 -0.159 0.170
H 0.129 0.970 0.814 0.223 0.082 0.075 0.179
H 1.231 1.457 -0.459 0.216 0.047 0.149 0.158
H 0.089 3.240 0.459 -0.117 -0.141 0.276 0.506
H 1.770 -0.869 1.020 0.047 0.164 -0.071 0.471
C -1.309 -1.086 -1.593 -0.316 0.439 -0.164 -0.082
C -0.960 -2.255 -0.724 0.144 -1.044 -0.536 -0.078
O -0.740 -1.896 0.624 0.194 0.314 0.015 -0.722
O -2.596 -0.562 -1.333 0.382 0.199 0.078 -0.753
H -1.288 -1.470 -2.625 0.083 0.080 0.023 0.152
H -0.525 -0.324 -1.507 -0.133 0.021 0.036 0.181
H -0.065 -2.714 -1.192 0.027 0.186 0.348 0.143
H -1.737 -3.031 -0.824 -0.090 0.313 0.229 0.155
H -0.672 -2.690 1.157 -0.060 -0.106 0.013 0.464
H -2.517 0.394 -1.132 -0.157 -0.238 0.078 0.514
```
Positions in Å, forces in eV/Å.

Results
* DFT total energy: -20635.2782 eV
* total charge: -1
* spin multiplicity: 1
* energy relative to the best compared isomer or geometry (same formula, charge and spin): 46.13 kJ/mol

Density functional theory data (ωB97M-V with the def2-TZVPD basis set) for a gas-phase ion, C4H12N2 (charge -1) at a distorted geometry.

```
18
Properties=species:S:1:pos:R:3:forces:R:3:mulliken_spin:R:1
C 1.040 0.811 -1.261 0.489 0.630 -2.625 1.700
N 1.715 1.460 -0.150 0.853 -1.006 0.297 0.269
C -0.373 0.415 -0.974 -0.086 0.409 1.929 0.465
C -0.204 -0.896 -0.129 -0.606 -0.213 0.070 0.293
C -1.431 -1.228 0.750 1.533 3.258 1.564 0.139
N -0.988 -0.674 2.095 1.163 0.103 -1.606 -0.016
H 1.479 -0.173 -1.468 0.851 0.501 -0.077 0.014
H 1.078 1.372 -2.261 0.158 -0.395 1.233 -0.753
H 1.430 2.390 0.041 -0.889 0.971 -0.112 -0.274
H 2.732 1.578 -0.284 -0.445 -0.549 -0.344 -0.365
H -1.005 0.169 -1.802 -0.025 -0.085 -1.099 -0.276
H -0.889 1.338 -0.538 0.379 -1.611 0.330 0.178
H 0.695 -0.759 0.484 -0.263 -0.059 0.001 0.335
H 0.072 -1.742 -0.766 -0.226 0.291 -0.436 -0.534
H -2.091 -0.422 0.363 -0.891 -1.439 0.272 -0.024
H -1.809 -2.237 0.858 -0.070 -0.087 -0.529 -0.026
H -1.501 -0.876 2.918 -0.046 -0.317 0.561 0.012
H 0.049 -0.526 2.124 -1.879 -0.402 0.570 -0.138
```
Positions in Å, forces in eV/Å.

Results
* DFT total energy: -7319.8225 eV
* total charge: -1
* spin multiplicity: 2
* energy relative to the best compared isomer or geometry (same formula, charge and spin): 144.64 kJ/mol

Density functional theory data (ωB97M-V with the def2-TZVPD basis set) for C4H12N2 in the gas phase at a distorted geometry.

```
18
Properties=species:S:1:pos:R:3:forces:R:3:nbo_charge:R:1
C 1.528 1.324 0.051 -2.505 0.328 -3.353 -0.417
N 0.203 0.595 0.154 3.642 0.817 0.980 -0.450
C 0.033 0.497 1.637 -0.704 -1.418 -0.929 -0.443
C 0.424 -0.652 -0.512 -0.512 -4.322 -0.751 -0.258
C -0.965 -1.407 -0.962 0.574 0.664 0.155 -0.232
N -2.051 -0.494 -0.901 -1.851 -0.315 2.209 -0.823
H 1.369 2.360 0.151 -0.245 1.349 1.404 0.201
H 2.221 0.886 0.681 1.794 -0.607 1.089 0.181
H 1.816 1.395 -1.016 0.324 -0.946 0.417 0.196
H 0.546 1.245 2.251 -0.069 -0.305 -0.443 0.212
H 0.104 -0.538 2.004 1.032 0.207 0.013 0.194
H -0.999 0.589 1.679 -2.199 0.914 1.171 0.195
H 1.063 -0.523 -1.406 -0.799 0.382 0.188 0.200
H 0.995 -1.550 -0.034 -0.448 1.794 0.394 0.167
H -0.805 -1.762 -1.981 -0.118 -0.084 0.030 0.189
H -1.447 -2.253 -0.387 1.843 0.403 -0.073 0.198
H -1.996 -0.025 0.010 -0.377 -0.712 -0.020 0.339
H -2.040 0.315 -1.418 0.618 1.849 -2.482 0.351
```
Positions in Å, forces in eV/Å.

Results
* DFT total energy: -7320.2912 eV
* total charge: 0
* spin multiplicity: 1
* energy relative to the best compared isomer or geometry (same formula, charge and spin): 264.14 kJ/mol

Density functional theory data (ωB97M-V with the def2-TZVPD basis set) for a molecular structure, C4H12N2 at a distorted geometry.

```
18
Properties=species:S:1:pos:R:3:forces:R:3:nbo_charge:R:1
N 0.397 1.782 -0.677 -0.257 -0.718 0.414 -1.205
C -2.374 -0.648 -0.093 -0.339 -0.198 -0.628 -0.638
C -1.045 -0.741 0.603 0.085 0.867 -0.548 -0.360
C 0.142 -0.332 -0.081 1.087 -1.365 0.170 -0.051
C 1.532 -0.508 0.560 -0.721 0.132 -0.634 -0.233
N 2.501 -0.099 -0.420 -0.391 -0.093 -0.509 -0.890
H -0.518 1.649 -1.094 -0.114 0.621 -0.360 0.306
H 0.359 2.666 -0.166 -0.129 -0.141 0.183 0.336
H -2.387 -1.227 -1.023 0.101 0.042 -0.004 0.219
H -2.628 0.380 -0.367 0.059 -0.012 0.035 0.224
H -3.204 -1.026 0.501 0.159 0.025 0.235 0.227
H -0.585 0.460 0.583 -0.856 0.732 0.929 0.402
H -1.073 -1.196 1.583 0.665 0.386 0.207 0.238
H 0.084 -0.244 -1.153 0.168 -0.258 -0.125 0.251
H 1.636 -1.572 0.796 0.077 0.069 0.179 0.197
H 1.517 0.100 1.477 0.096 -0.303 0.115 0.177
H 3.484 -0.239 -0.226 -0.422 0.377 0.189 0.374
H 2.163 0.795 -0.803 0.733 -0.162 0.151 0.425
```
Positions in Å, forces in eV/Å.

Results
* DFT total energy: -7317.8784 eV
* total charge: 0
* spin multiplicity: 1
* energy relative to the best compared isomer or geometry (same formula, charge and spin): 496.94 kJ/mol